# 1
Below is an isolated ion of composition C20H25N2O and charge +1 in a non-equilibrium geometry, with properties calculated with ωB97M-V/def2-TZVPD.

Atoms and positions in Å:
C: -3.899 1.382 -0.884
N: -2.560 0.890 -0.556
C: -1.563 1.072 -1.505
C: -1.763 1.899 -2.631
C: -0.836 1.918 -3.666
C: 0.415 1.300 -3.500
C: 0.669 0.620 -2.312
C: -0.327 0.408 -1.360
C: -0.042 -0.446 -0.139
C: -1.285 -0.816 0.616
C: -2.405 0.029 0.526
C: -3.368 -0.019 1.561
C: -3.379 -1.084 2.453
C: -2.326 -2.011 2.444
C: -1.284 -1.884 1.529
H: -4.647 0.918 -0.235
H: -3.994 2.473 -0.785
H: -4.151 1.105 -1.916
H: -2.650 2.526 -2.693
H: -1.044 2.453 -4.586
H: 1.195 1.355 -4.268
H: 1.634 0.156 -2.146
H: 0.468 -1.352 -0.451
H: -4.116 0.771 1.636
H: -4.237 -1.220 3.114
H: -2.319 -2.834 3.162
H: -0.440 -2.568 1.545
C: 3.243 -2.259 -2.147
O: 2.475 -1.410 -1.279
C: 3.064 -1.089 -0.043
C: 2.432 0.128 0.643
C: 2.857 0.223 2.106
C: 1.722 0.869 2.897
C: 0.441 0.591 2.147
N: 0.862 0.306 0.711
H: 2.592 -2.521 -2.992
H: 4.152 -1.741 -2.502
H: 3.584 -3.180 -1.645
H: 3.036 -1.966 0.630
H: 4.129 -0.835 -0.192
H: 2.759 1.027 0.092
H: 3.074 -0.778 2.502
H: 3.799 0.792 2.178
H: 1.653 0.464 3.911
H: 1.880 1.943 2.988
H: -0.045 -0.282 2.585
H: -0.289 1.417 2.133
H: 0.832 1.260 0.325

Output
structure (SMILES)	COC[C@@H]1CCC[N@@H+]1C1c2ccccc2N(C)c2ccccc21
orbital gap	0.2981	Eh
strongest force on any atom	0.068	Eh/bohr
E	-961.60195	a.u.
total charge	+1



# 2
Below is a 2-piece molecular cluster, C20H25N2O2 overall in a non-equilibrium geometry, with properties calculated with ωB97M-V/def2-TZVPD.

Atoms and positions in Å:
C: -1.339 -1.156 2.971
N: -0.736 0.094 2.549
C: -1.596 1.247 2.695
N: 0.557 0.195 2.921
C: 1.271 1.230 2.629
H: -2.269 -1.256 2.410
H: -0.661 -1.989 2.756
H: -1.577 -1.166 4.048
H: -2.546 0.955 2.224
H: -1.808 1.497 3.750
H: -1.172 2.120 2.201
H: 2.331 1.174 2.851
H: 0.861 2.168 2.197
C: 5.012 -1.601 -3.221
O: 4.576 -2.117 -1.945
C: 4.529 -1.264 -0.883
C: 3.995 -1.766 0.333
C: 3.861 -0.936 1.423
C: 4.359 0.402 1.404
C: 4.390 1.222 2.582
C: 5.134 2.410 2.647
C: 5.184 3.289 3.721
C: 5.850 4.551 3.678
C: 6.014 5.325 4.865
C: 6.633 6.551 4.852
C: 7.111 7.093 3.629
O: 7.626 8.348 3.666
C: 8.057 8.947 2.424
C: 6.977 6.340 2.433
C: 6.358 5.103 2.467
C: 4.880 0.884 0.170
C: 5.003 0.067 -0.939
H: 4.840 -2.436 -3.898
H: 4.424 -0.726 -3.532
H: 6.077 -1.336 -3.196
H: 3.676 -2.807 0.357
H: 3.394 -1.313 2.335
H: 4.020 0.789 3.527
H: 5.790 2.645 1.805
H: 4.684 3.024 4.656
H: 5.668 4.903 5.807
H: 6.765 7.141 5.757
H: 8.393 9.938 2.721
H: 8.883 8.381 1.978
H: 7.233 9.021 1.706
H: 7.350 6.756 1.491
H: 6.280 4.539 1.538
H: 5.201 1.916 0.086
H: 5.447 0.452 -1.859

Output
orbital gap	0.1940	Eh
strongest force on any atom	0.033	Eh/bohr
E	-1036.73603	a.u.
total charge	+1



# 3
Below is an isolated ion of composition C20H25N2OS2 and charge +1 in a non-equilibrium geometry, with properties calculated with ωB97M-V/def2-TZVPD.

Atoms and positions in Å:
S: 1.057 -0.483 1.129
C: -0.421 -1.199 1.274
S: -1.548 -0.540 2.561
C: -1.068 1.207 2.878
C: -1.608 2.104 1.663
C: -0.587 3.273 1.369
C: 0.573 2.862 0.365
C: 1.988 2.688 1.084
O: 2.791 3.872 1.017
C: 3.348 3.857 -0.326
C: 2.139 3.784 -1.369
N: 0.809 3.919 -0.700
N: -0.961 -2.272 0.483
C: -0.085 -3.424 0.355
C: -0.562 -4.676 0.979
C: 0.219 -5.907 0.975
C: 1.540 -5.907 0.312
C: 2.044 -4.689 -0.332
C: 1.221 -3.477 -0.282
C: -1.569 -1.830 -0.756
C: -1.167 -2.198 -2.101
C: -1.851 -1.721 -3.319
C: -3.019 -0.851 -3.199
C: -3.438 -0.479 -1.849
C: -2.753 -0.938 -0.639
H: -1.660 1.526 3.782
H: 0.034 1.318 3.020
H: -2.590 2.571 1.956
H: -1.769 1.410 0.795
H: -1.137 4.158 0.950
H: -0.082 3.542 2.342
H: 0.261 1.913 -0.143
H: 1.835 2.304 2.128
H: 2.500 1.843 0.530
H: 4.035 2.971 -0.457
H: 3.939 4.800 -0.417
H: 2.305 4.609 -2.106
H: 2.222 2.814 -1.934
H: 0.746 4.819 -0.195
H: 0.102 3.861 -1.449
H: -1.549 -4.655 1.503
H: -0.202 -6.795 1.495
H: 2.120 -6.863 0.345
H: 3.041 -4.704 -0.834
H: 1.643 -2.560 -0.760
H: -0.308 -2.884 -2.265
H: -1.482 -2.021 -4.327
H: -3.562 -0.514 -4.115
H: -4.348 0.164 -1.746
H: -3.181 -0.603 0.329

Output
structure (SMILES)	S=C(SCCC[C@@H]1COCC[NH2+]1)N(c1ccccc1)c1ccccc1
orbital gap	0.2811	Eh
strongest force on any atom	0.077	Eh/bohr
E	-1757.85088	a.u.
total charge	+1



# 4
Below is C20H25N3O3 in the gas phase in a non-equilibrium geometry, with properties calculated with ωB97M-V/def2-TZVPD.

Atoms and positions in Å:
C: -5.206 -2.611 -0.790
C: -5.123 -1.079 -0.967
C: -4.089 -0.422 -0.055
N: -2.801 -1.127 -0.069
C: -1.652 -0.398 -0.034
C: -0.352 -0.822 -0.167
C: 0.907 -0.087 0.394
C: 1.969 -1.241 0.659
C: 2.615 -1.385 1.892
C: 3.702 -2.247 2.030
C: 4.127 -3.053 0.964
C: 3.385 -3.030 -0.213
C: 2.278 -2.157 -0.345
C: -2.863 -2.527 0.208
C: -3.842 -3.270 -0.735
H: -5.776 -2.834 0.122
H: -5.780 -3.025 -1.624
H: -4.863 -0.859 -2.014
H: -6.112 -0.630 -0.779
H: -3.936 0.619 -0.360
H: -4.486 -0.412 0.971
H: -1.773 0.697 0.026
H: -0.242 -1.853 -0.563
H: 0.575 0.317 1.380
H: 2.276 -0.784 2.738
H: 4.262 -2.269 2.964
H: 5.022 -3.674 1.048
H: 3.680 -3.658 -1.069
H: 1.682 -2.197 -1.272
H: -1.873 -2.977 0.140
H: -3.231 -2.682 1.237
H: -3.942 -4.306 -0.389
H: -3.402 -3.298 -1.742
C: 4.257 3.601 0.874
N: 2.979 3.148 0.364
C: 2.800 1.733 0.185
O: 3.835 1.053 0.263
C: 1.462 1.096 -0.354
C: 0.513 2.274 -0.756
O: -0.465 2.082 -1.470
N: 0.859 3.654 -0.529
C: -0.112 4.649 -0.955
C: 2.046 4.135 0.039
O: 2.258 5.349 0.218
H: 4.166 4.668 1.051
H: 4.456 3.077 1.806
H: 5.056 3.409 0.155
H: 1.778 0.675 -1.342
H: 0.271 5.614 -0.643
H: -0.240 4.623 -2.037
H: -1.054 4.438 -0.458

Output
structure (SMILES)	CN1C(=O)C([C@@H](/C=C/N2CCCCC2)c2ccccc2)C(=O)N(C)C1=O
orbital gap	0.2819	Eh
strongest force on any atom	0.063	Eh/bohr
E	-1167.09147	a.u.



# 5
Below is C20H25N4O2 as an isolated structure in a non-equilibrium geometry, with properties calculated with ωB97M-V/def2-TZVPD.

Atoms and positions in Å:
C: 2.287 -4.085 -4.934
H: 3.120 -3.410 -4.503
C: 1.008 -3.942 -4.009
C: 1.541 -4.616 -2.690
H: 0.825 -4.684 -2.122
H: 2.079 -5.718 -2.849
O: 2.636 -4.088 -1.937
C: 2.204 -2.718 -1.515
C: 3.298 -2.072 -0.967
C: 3.179 -0.872 -0.124
C: 1.695 -0.474 -0.064
C: 0.713 -1.099 -0.702
C: 1.097 -2.152 -1.265
H: -0.038 -2.797 -1.632
C: -0.397 -0.249 -0.308
N: -1.610 -0.792 -0.521
N: -2.609 -0.003 -0.076
C: -3.830 -0.256 -0.755
N: -5.093 0.441 -0.236
H: -5.932 0.171 -0.593
H: -4.853 0.765 0.596
N: -4.115 -1.054 -1.964
H: -3.376 -0.975 -2.614
H: -4.995 -1.011 -2.343
H: -1.877 -1.390 -1.341
C: -0.070 0.898 0.595
C: -0.603 1.880 1.162
C: -0.277 2.899 1.774
C: 1.312 2.701 1.989
C: 2.041 1.781 1.469
C: 1.279 0.825 0.632
H: 3.143 1.859 1.395
H: 1.744 3.610 2.507
O: -0.797 3.839 2.309
C: -0.339 4.854 3.113
C: -0.322 4.407 4.543
C: -1.372 4.116 5.153
H: -1.198 3.456 6.458
H: -2.121 4.781 5.333
H: -1.968 3.011 4.686
H: 0.633 3.561 4.720
H: 0.281 4.991 5.145
H: 0.538 5.229 2.618
H: -1.063 5.583 3.148
H: -1.871 1.847 0.875
H: 4.028 -0.279 0.361
H: 4.350 -2.480 -0.890
H: 0.410 -4.561 -4.329
H: 0.706 -2.962 -4.001
H: 1.999 -3.728 -6.027
H: 2.582 -5.039 -5.272

Output
orbital gap	0.2240	Eh
strongest force on any atom	0.363	Eh/bohr
E	-1145.70200	a.u.
total charge	+1



Going through the records in order, we get LUMO values of -2.42 -5.13 -3.15 0.30 -4.58 eV.